# 1
# C18H47NO4Si2Tm

A structure of composition C18H47NO4Si2Tm in a non-equilibrium geometry (the ωB97M-V functional and the def2-TZVPD basis, the Open Molecules 2025 dataset).

XYZ file:
```
73
Properties=species:S:1:pos:R:3:forces:R:3:mulliken_spin:R:1
H -1.21478 -4.86561 -3.20505 0.098 0.284 -0.016 0.000
H 1.27149 -1.16242 -5.98108 -0.143 -0.028 0.052 0.000
H 2.33680 3.06270 -3.70334 -0.126 0.130 0.008 0.000
C -0.15661 3.21993 -0.24413 -1.045 -0.595 -0.495 0.000
H 3.48667 4.98870 -2.66337 -0.167 -0.020 0.130 0.000
H 0.73439 6.42565 -4.15757 -0.326 0.011 0.138 0.000
C 2.42527 4.81297 -2.44762 0.383 0.413 0.161 0.000
H -0.27917 4.43047 -5.18987 -0.041 -0.008 0.322 0.000
H -1.22624 -0.69263 1.11806 0.133 0.054 -0.174 0.000
H -0.65643 0.75331 1.52799 0.163 -0.378 -0.192 0.000
H -2.72395 3.50353 0.18309 -0.143 -0.081 -0.040 0.000
Si -1.51640 -3.02525 -1.57148 -0.223 -0.458 -0.079 -0.001
H 1.39677 2.96065 -6.10611 0.069 -0.150 -0.070 0.000
O 3.06670 -1.01232 1.53179 -1.219 0.177 -0.999 0.000
H -1.44463 4.95104 -0.35317 0.087 0.046 -0.080 0.000
H 0.75717 -2.97391 -0.42655 -0.196 -0.202 -0.005 0.000
H -0.65051 2.79807 0.64538 0.268 0.350 -0.071 0.000
H 0.94612 -0.19600 2.68823 0.074 -0.180 -0.112 0.000
H -0.21425 -1.53594 -5.08443 0.035 0.111 -0.109 0.000
C -3.10924 -3.83926 -0.98721 -0.139 0.030 0.009 0.000
H 2.48203 1.55748 -5.92306 -0.088 0.094 -0.113 0.000
O 1.85446 -0.72224 -0.37991 -0.037 0.213 0.843 -0.001
H -2.30107 0.91117 -5.25026 0.064 0.101 -0.098 0.000
C -0.18435 -3.53597 -0.33962 0.168 0.063 0.057 0.001
H -1.65722 -3.36171 -4.04320 0.110 -0.131 0.108 0.000
C -0.38484 4.69954 -0.37947 0.350 0.476 0.079 0.000
H 0.06450 5.08062 -1.30228 -0.226 -0.263 0.362 0.000
H 1.34008 1.63242 -7.28220 0.113 0.087 0.153 0.000
H 0.45307 -1.78236 2.06646 0.114 0.395 -0.129 0.000
C 2.01517 -0.84054 0.93895 1.217 -0.162 0.352 0.000
H -2.20078 3.59461 -2.34260 0.014 -0.180 0.424 0.000
H 2.35817 4.28146 -1.49198 0.014 0.083 -0.178 0.000
C -1.53311 1.59796 -5.62729 -0.009 0.071 -0.041 0.000
H 1.93630 5.79123 -2.35507 0.220 -0.278 0.101 0.000
C -1.72639 -1.17216 -1.74825 0.019 0.313 -0.182 0.000
H -1.64180 1.67169 -6.71780 -0.134 -0.006 0.216 0.000
C 1.82986 4.02779 -3.57916 -0.539 -0.281 -0.287 0.000
H 0.00978 -3.60198 -3.46471 -0.176 -0.067 -0.037 0.000
H -3.14718 -3.89861 0.10935 -0.051 0.010 -0.215 0.000
C -3.03158 2.73072 -0.51975 -0.255 -0.352 -0.105 0.000
C 0.73102 -0.75695 1.77626 0.003 -0.088 0.022 0.000
H -2.21756 -1.01576 -2.72906 0.122 -0.112 0.240 0.002
C 0.23825 -0.84178 -5.80315 0.104 -0.133 0.017 0.000
H 0.05454 -4.59661 -0.51509 -0.075 0.265 0.121 0.000
H -1.70906 2.58876 -5.19741 -0.040 -0.177 -0.128 0.000
H -0.52405 0.33656 -3.21883 1.046 0.643 -0.418 0.001
O -0.71153 2.45060 -1.39865 -0.750 0.183 2.144 -0.009
H -3.06059 1.76053 -0.00786 0.033 0.174 -0.059 0.000
C -0.24541 6.07613 -3.80432 -0.105 0.474 -0.172 0.000
H 0.13733 2.26420 -2.89752 0.787 -3.418 -1.940 0.000
Si 0.18174 0.94727 -5.26727 -0.083 0.076 -0.383 -0.001
C 0.36478 1.05729 -3.39201 -0.855 1.565 -0.670 -0.013
H -0.30443 -0.94795 -6.75208 0.111 0.001 0.160 0.000
Tm 0.16290 0.13935 -1.31164 -0.720 -0.343 2.100 2.030
H -2.48370 -0.82590 -1.01315 0.217 -0.076 -0.060 -0.001
C -0.44731 4.61322 -4.11388 0.166 -0.285 0.023 0.000
H -3.19679 -4.86035 -1.38449 0.012 0.219 0.153 0.000
H 1.36841 0.70411 -3.06890 -0.161 -0.311 -0.440 -0.005
H -3.98330 -3.26836 -1.32653 0.110 -0.170 0.058 0.000
H -1.47727 4.31580 -3.88331 0.362 0.009 -0.103 0.000
C 1.47606 1.87534 -6.22026 0.060 0.125 -0.060 0.000
N -0.39338 -0.10810 1.03461 -0.454 0.298 0.589 -0.004
H 0.91285 2.97837 -0.19572 -0.176 -0.062 -0.209 0.000
H 1.92160 4.58093 -4.52834 0.033 -0.273 0.271 0.000
H -0.54690 -3.45008 0.69405 0.095 -0.050 -0.131 0.000
O 0.42176 3.74014 -3.34216 0.425 1.806 -0.892 0.001
H -1.01873 6.65189 -4.33282 0.250 -0.093 0.103 0.000
C -2.15084 2.67835 -1.74175 1.075 0.155 0.280 -0.001
H -2.39634 1.84380 -2.40165 -0.011 -0.007 0.111 0.001
H -4.04909 2.95416 -0.84931 0.036 -0.010 0.101 0.000
C -1.04876 -3.77858 -3.22943 0.054 0.132 -0.086 0.000
H 0.09404 5.23139 0.45406 -0.101 -0.205 -0.110 0.000
H -0.34434 6.29318 -2.73473 0.001 0.000 -0.319 0.000
```
Forces are in eV/Å.

charge: +1
expectation value of S²: 2.00
frontier orbital gap (spin up / spin down): 0.332 / 0.332 Ha
highest occupied orbital energy (spin up / spin down): -0.42480 / -0.42536 Eh
energy above the lowest of the compared OMol25 structures with the same formula, charge and spin: 1.962 eV
spin multiplicity: 3

# 2
# C18H47O4SSi

A cluster of 4 separate species, C18H47O4SSi in total in a non-equilibrium geometry (the ωB97M-V functional and the def2-TZVPD basis, the Open Molecules 2025 dataset).

XYZ file:
```
71
Properties=species:S:1:pos:R:3:forces:R:3:lowdin_charge:R:1
S 5.60680 1.90307 0.63019 0.445 0.076 -0.159 1.109
H 6.64634 -4.59039 0.08374 -0.045 -0.025 -0.038 0.110
O -5.32424 2.63857 0.41370 -0.156 -0.191 -0.054 -0.158
H -5.26826 4.55688 1.18848 0.060 0.034 -0.014 0.107
C 4.75840 0.35242 0.11657 -0.510 -0.404 0.209 -0.319
H -0.07054 1.12030 -1.73018 0.208 -0.357 0.011 0.035
C -4.12702 -1.55633 0.38137 -0.091 -0.110 -0.020 -0.295
H -4.96877 -1.31436 1.03911 -0.043 -0.058 0.001 0.110
H 4.71966 -0.30862 0.99210 0.022 0.298 -0.116 0.107
C 6.97887 -4.16982 -2.01456 -0.149 0.068 -0.058 -0.073
H -1.17517 0.27924 -0.66375 0.311 0.043 0.011 0.030
H -4.98893 -3.35747 -0.48209 -0.036 -0.006 0.074 0.069
H -3.32327 2.32022 -0.00442 0.053 0.027 0.014 0.106
H 0.43856 3.14979 0.02823 0.257 -0.156 0.104 0.040
H -6.79709 -1.30220 -0.16774 -0.046 -0.064 -0.076 0.069
C 6.76351 -3.72760 -0.57839 0.141 -0.182 -0.082 -0.270
Si 0.88293 0.71261 0.59784 -1.491 -0.457 0.743 0.493
C 3.30415 0.48100 -0.39807 0.387 -1.217 -0.087 -0.306
H 7.85124 -4.81996 -2.08120 -0.001 0.023 0.021 0.083
H -6.45650 4.23465 -0.05574 -0.013 -0.143 0.032 0.121
H 3.21702 -0.23402 -1.23202 0.209 0.323 0.002 0.128
C 4.51046 3.36068 0.62343 0.293 0.710 0.723 -0.268
H 2.95064 -4.85263 -0.36167 0.008 0.032 0.004 0.083
H 7.13880 -3.30468 -2.66092 0.043 -0.018 0.015 0.081
O 2.45237 0.01142 0.62793 -0.791 1.445 -0.298 -0.227
C -3.55982 2.70806 2.11879 -0.033 0.185 -0.014 -0.067
H 5.17316 4.22614 0.48499 0.047 -0.412 -0.079 0.064
H -4.68754 4.09991 -1.79245 -0.028 0.023 0.012 0.082
H -5.09671 -0.17186 -2.45289 0.146 0.028 0.080 0.119
H 4.37220 -3.49401 -1.88500 0.020 -0.060 -0.001 0.112
H 0.33930 0.29523 2.99655 -0.421 -0.033 -0.063 0.035
H 3.93217 -4.35462 1.02912 -0.039 0.011 -0.027 0.085
H 0.18630 2.78118 1.72717 0.180 -0.108 -0.204 0.035
C -0.06131 -0.09206 2.05156 1.407 -0.106 -0.731 -0.152
H -4.04631 -3.62473 0.98220 0.016 0.025 -0.006 0.080
H 7.64875 -3.19166 -0.23332 -0.112 0.103 0.052 0.118
O -4.14427 -0.72421 -0.76585 0.335 0.074 -0.026 -0.189
H 0.19159 -1.16398 2.01670 -0.353 0.198 0.101 0.037
H 5.88914 1.71177 1.96153 -0.591 0.149 -0.638 0.041
C -6.59074 -0.60950 -0.98530 0.014 0.059 0.165 -0.067
H -7.39473 -0.70681 -1.71586 0.027 -0.003 -0.009 0.081
C 4.39486 -3.31721 -0.80498 -0.073 -0.179 -0.042 -0.276
C -4.05322 2.14622 0.79468 0.101 0.101 0.192 -0.277
H -4.15570 1.06758 0.88522 -0.163 0.023 -0.131 0.092
H 3.03174 1.46378 -0.80774 0.151 -0.029 0.243 0.102
H -3.43267 3.79142 2.08154 0.089 -0.017 -0.001 0.067
H 1.82679 3.02962 1.15897 -0.233 -0.041 -0.118 -0.004
H -3.21922 -1.29425 0.93045 0.017 0.105 -0.083 0.103
H -3.44441 4.42615 -0.58884 -0.005 0.078 0.042 0.060
C -4.49524 4.58845 -0.83557 0.091 -0.075 -0.040 -0.078
H -1.13863 0.05067 1.93436 0.184 0.040 0.212 0.017
C -4.09901 -3.04076 0.06220 -0.017 -0.027 -0.099 -0.073
H 6.12263 -4.71934 -2.40725 0.048 -0.081 0.031 0.069
C -0.11441 0.33179 -0.96731 0.125 -0.014 0.284 -0.148
H -2.59449 2.26834 2.38084 -0.027 -0.034 0.007 0.058
C 3.94989 -4.55305 -0.04410 0.106 -0.023 0.079 -0.067
O 5.67162 -2.83036 -0.41230 -0.052 0.449 0.091 -0.190
C -5.24991 -0.88496 -1.64192 -0.220 -0.042 -0.049 -0.267
H -4.64847 5.66180 -0.95496 -0.023 -0.019 0.004 0.078
H 4.61872 -5.39747 -0.21096 -0.050 -0.017 -0.075 0.071
H 3.68828 -2.50707 -0.60781 0.094 0.064 0.056 0.099
H -6.61167 0.40191 -0.57391 0.020 0.001 -0.043 0.072
C 0.86005 2.59346 0.87626 0.154 -0.073 0.100 -0.145
H 3.79625 3.37705 -0.19980 0.142 -0.478 0.115 0.058
H 0.12001 -0.65946 -1.38029 0.013 0.336 -0.110 0.040
H -3.23217 -3.28130 -0.55667 0.002 0.007 0.038 0.081
C -5.42347 4.04122 0.23480 0.040 0.101 -0.008 -0.273
H 4.02834 3.51125 1.59348 -0.121 -0.388 -0.299 0.064
H 5.43604 -0.14621 -0.58771 -0.079 0.485 0.000 0.089
H -5.23139 -1.88092 -2.09692 -0.029 -0.034 0.044 0.107
H -4.27224 2.49005 2.91638 0.035 -0.043 -0.017 0.087
```
Forces are in eV/Å.

charge: +1
frontier orbital gap: 0.285 Ha
highest occupied orbital energy: -0.41093 Eh
spin multiplicity: 1